1.
The following is a DFT calculation (the ωB97M-V functional and the def2-TZVPD basis) of a 11-piece molecular cluster, C60H172N26O12P8 overall at a distorted geometry.

The geometry in XYZ format:
```
278
Properties=species:S:1:pos:R:3:forces:R:3
C 0.9025 2.0698 2.4069 -0.65 -0.06 -0.77
N 0.5693 1.6119 1.0371 -0.69 -0.99 1.08
C 1.5057 1.8802 -0.0221 -1.20 0.02 -1.98
P -0.7286 0.5108 0.8288 0.34 1.33 -0.27
O -0.8728 -0.4504 1.9639 -0.01 0.58 -0.83
N -2.0248 1.5305 0.4922 0.18 0.14 0.04
C -3.3979 1.0391 0.3940 0.45 -0.23 0.34
C -1.9685 2.9856 0.6421 0.29 -0.15 0.26
N -0.5429 -0.2182 -0.6781 0.51 1.23 1.26
C 0.3847 -1.3171 -0.7843 -0.70 -1.45 0.10
C -0.7851 0.5213 -1.9063 -0.90 -2.49 -1.28
H 0.0064 2.4328 2.9148 -0.10 -0.08 -0.01
H 1.5560 2.9337 2.2961 0.27 -0.14 0.22
H 1.3295 1.2801 3.0232 0.26 0.02 -0.09
H 1.8631 0.9795 -0.5344 0.83 -0.03 0.70
H 2.2539 2.6374 0.1961 0.26 -0.43 0.50
H 0.9655 2.3145 -0.8837 -0.11 0.39 0.20
H -3.9895 1.6218 -0.3155 0.18 0.17 -0.09
H -3.4270 0.0025 0.0560 0.07 -0.07 0.16
H -3.8590 1.1394 1.3775 -0.33 -0.18 -0.10
H -2.3900 3.3239 1.5880 -0.05 -0.06 0.03
H -0.9359 3.3245 0.5987 -0.02 -0.02 -0.02
H -2.5231 3.4925 -0.1519 -0.09 -0.18 -0.13
H -0.0784 -2.1346 -1.3523 0.09 0.22 -0.48
H 1.3633 -1.1083 -1.2220 0.01 0.29 0.08
H 0.4777 -1.8168 0.1813 0.38 0.48 0.20
H 0.0924 0.7303 -2.5200 0.29 0.76 0.65
H -1.5785 1.2592 -1.8796 0.55 0.52 0.48
H -1.2478 -0.2616 -2.5333 -0.12 0.13 -0.30
C -0.2287 -4.0250 -7.1023 -1.01 0.75 0.43
N -1.6460 -3.6415 -7.2886 -0.12 0.57 0.70
C -1.9675 -3.0806 -8.6054 -0.08 -0.35 0.96
P -2.8599 -3.8944 -6.1318 1.29 -0.42 -0.17
O -3.6425 -5.1380 -6.3422 -0.24 0.98 0.27
N -2.0109 -4.0475 -4.6791 0.15 -0.12 -1.46
C -2.3662 -5.1287 -3.7819 0.58 0.27 1.38
C -1.2310 -2.9659 -4.0780 -0.81 -0.45 0.40
N -3.7200 -2.4550 -6.1105 -0.80 -0.63 -0.41
C -3.1863 -1.1140 -6.2896 1.02 -0.89 0.13
C -5.0766 -2.4390 -5.5208 0.53 0.20 0.08
H 0.2862 -3.3007 -6.4647 0.09 -0.07 0.14
H 0.2670 -3.9513 -8.0678 -0.01 -0.48 -0.07
H -0.1669 -5.0051 -6.6368 0.25 -0.12 -0.23
H -1.6378 -2.0415 -8.7022 0.17 -0.06 -0.13
H -3.0506 -3.0953 -8.7241 0.05 -0.12 -0.31
H -1.4628 -3.7320 -9.3180 -0.30 0.27 -0.47
H -3.3440 -5.0564 -3.2935 -0.35 0.00 -0.61
H -2.1978 -6.1308 -4.1686 -0.22 0.10 -0.33
H -1.7106 -5.0101 -2.9104 0.26 -0.25 -0.10
H -0.4537 -3.4267 -3.4672 -0.02 0.16 0.21
H -0.7158 -2.2761 -4.7458 -0.33 -0.20 -0.44
H -1.9397 -2.4076 -3.4576 0.47 0.43 0.32
H -2.0945 -1.1313 -6.2095 -0.01 -0.03 -0.02
H -3.3940 -0.7447 -7.2963 -0.43 0.45 0.24
H -3.5377 -0.5109 -5.4519 -0.17 0.44 -0.38
H -4.9735 -2.1669 -4.4663 -0.30 -0.29 0.20
H -5.6036 -3.3792 -5.6572 0.23 -0.13 0.13
H -5.6960 -1.6526 -5.9551 0.17 -0.01 -0.33
C 1.2546 -6.8634 -2.9252 -0.76 0.06 -0.40
N 1.0424 -7.3526 -1.5703 0.18 0.19 0.42
C 0.5325 -8.7155 -1.4629 -0.49 0.04 0.77
P 1.5198 -6.4135 -0.2701 -1.89 -0.12 1.30
O 2.5094 -5.3678 -0.5615 0.37 -0.37 -0.31
N 0.1095 -5.6600 0.3375 1.16 -0.18 -0.27
C -1.1557 -6.3466 0.5264 -0.06 0.05 -0.67
C 0.3890 -4.5788 1.3038 -0.31 -0.90 -0.35
N 1.9821 -7.4204 1.0057 1.18 -0.05 0.08
C 1.1785 -8.2891 1.8201 -1.97 -0.24 -0.32
C 3.3915 -7.3613 1.4132 0.29 0.24 -0.73
H 0.4540 -7.3242 -3.5069 0.14 0.12 -0.33
H 2.2089 -7.1141 -3.3932 0.13 -0.13 0.31
H 1.1064 -5.7871 -3.0145 0.13 0.02 0.27
H -0.2881 -8.8248 -0.7452 0.32 0.29 0.38
H 1.3056 -9.4156 -1.1467 0.00 -0.25 -0.41
H -0.0271 -9.0212 -2.3468 0.77 0.04 -0.50
H -1.9446 -5.8146 -0.0147 -0.16 0.05 0.15
H -1.1108 -7.3420 0.0894 -0.07 0.07 0.01
H -1.4745 -6.4688 1.5653 0.26 0.15 0.15
H 0.4466 -4.9903 2.3163 -0.50 0.15 0.22
H 1.3693 -4.1365 1.1547 -0.17 0.14 -0.60
H -0.4165 -3.8579 1.1680 0.14 0.31 0.51
H 0.3528 -8.7177 1.2406 0.08 0.08 -0.07
H 1.6635 -9.1791 2.2222 0.62 0.29 -0.12
H 0.6480 -7.7939 2.6447 0.38 0.22 0.17
H 3.7322 -6.3270 1.4856 0.02 -0.05 -0.02
H 3.9997 -7.8638 0.6548 0.26 0.02 0.22
H 3.5630 -7.8404 2.3747 -0.27 -0.09 0.01
C 6.4777 4.2750 1.5987 0.41 0.03 -0.30
N 6.2603 4.5351 0.1662 0.18 -0.37 0.75
C 5.3906 5.6721 -0.1005 0.30 -0.69 -0.22
P 7.3267 3.7894 -0.8731 -1.80 1.89 -1.79
O 8.0669 2.6834 -0.2916 0.99 -0.53 0.64
N 6.3128 3.3056 -2.1598 0.47 0.59 0.54
C 4.8777 3.0753 -2.1545 0.08 -0.63 -0.22
C 6.9642 3.0321 -3.4160 0.24 1.42 -1.49
N 8.3369 5.0110 -1.4976 -0.07 -0.56 -0.25
C 9.7674 4.9105 -1.1947 -0.16 -0.40 -0.45
C 7.8792 6.2776 -2.1261 0.20 -1.52 0.95
H 7.0722 5.0539 2.0876 -0.15 0.23 -0.06
H 7.0742 3.3692 1.6745 -0.27 -0.15 0.19
H 5.5332 4.1816 2.1344 -0.02 -0.10 -0.01
H 4.5113 5.4860 0.5192 -0.30 0.39 -0.25
H 5.1487 5.7100 -1.1633 -0.28 -0.08 0.06
H 5.8162 6.6476 0.1516 0.13 -0.06 0.29
H 4.2779 3.8749 -2.6006 0.08 0.34 0.24
H 4.6804 2.2118 -2.7966 0.08 -0.09 -0.02
H 4.4761 2.7727 -1.1886 0.20 0.43 0.22
H 8.0246 2.7914 -3.3400 -0.22 -0.69 0.32
H 6.3892 2.3892 -4.0859 0.20 -0.80 0.63
H 7.0102 3.9135 -4.0851 -0.11 0.38 0.36
H 10.3186 5.7548 -1.6074 -0.23 0.19 0.05
H 9.9643 4.8623 -0.1231 0.11 -0.17 -0.05
H 10.1546 4.0353 -1.7212 0.28 -0.13 0.47
H 7.2099 6.0615 -2.9581 -0.13 0.17 0.01
H 8.7854 6.7507 -2.4895 -0.22 0.35 -0.13
H 7.3941 6.8627 -1.3467 -0.06 0.53 -0.40
C -10.3603 -2.5180 0.3873 1.00 0.76 -1.16
N -9.1878 -3.3901 0.3519 0.73 -0.42 0.56
C -9.4927 -4.8068 0.4759 0.17 -0.30 -1.56
P -7.7648 -2.8504 -0.4566 -1.29 0.44 2.08
O -7.9354 -2.4776 -1.8675 0.49 -0.45 -0.23
N -7.3804 -1.4698 0.4406 0.03 0.03 -0.23
C -7.4108 -1.3609 1.8987 -1.44 -0.58 -0.47
C -7.4457 -0.1570 -0.1718 2.09 0.49 -0.49
N -6.6403 -4.0389 -0.0705 -0.93 0.34 -0.23
C -6.3716 -4.3538 1.3222 -0.28 -1.53 0.02
C -5.5045 -4.2100 -0.9757 -0.55 0.26 0.42
H -10.0192 -1.5105 0.6396 -0.20 -0.02 0.41
H -11.1420 -2.8631 1.0575 0.19 -0.12 0.17
H -10.7603 -2.3877 -0.6247 -0.36 -0.27 0.04
H -8.5522 -5.3526 0.5218 -0.22 -0.18 0.44
H -9.9630 -5.1851 -0.4445 -0.13 0.02 -0.01
H -10.1953 -5.0666 1.2676 0.32 0.35 0.40
H -8.1599 -0.5884 2.0995 0.24 0.22 0.46
H -7.8475 -2.2697 2.3112 0.18 -0.03 0.09
H -6.4842 -1.1394 2.4235 0.22 0.03 -0.41
H -7.3415 -0.1588 -1.2563 -1.01 -0.49 -0.04
H -8.2320 0.4916 0.2175 -0.26 -0.17 -0.18
H -6.4812 0.3395 0.0229 -0.21 0.30 0.64
H -7.2363 -4.2217 1.9683 0.04 0.63 -0.13
H -6.2629 -5.4444 1.3885 0.41 -0.04 -0.09
H -5.4633 -3.9320 1.7592 -0.07 0.46 -0.18
H -5.1303 -5.2352 -0.9656 0.04 0.00 0.32
H -4.7568 -3.4989 -0.6098 0.51 -0.17 -0.69
H -5.8569 -4.0305 -1.9902 0.28 0.38 0.00
C 0.2692 4.3813 -8.4363 0.48 -0.83 1.03
N 0.1155 3.0966 -7.7049 0.41 -0.47 -1.31
C -1.2046 2.7429 -7.2342 -0.26 0.76 0.72
P 1.4882 2.1473 -7.5656 -0.61 -1.27 0.27
O 2.7189 2.6737 -8.1873 -0.37 0.66 0.47
N 1.6532 1.8754 -5.9087 0.52 -0.24 -0.58
C 2.7784 2.5051 -5.1999 -0.78 -0.23 -0.35
C 0.9195 0.8910 -5.1189 0.40 0.21 -0.94
N 1.0863 0.6435 -8.2423 -0.39 -0.36 0.81
C 2.0111 -0.4799 -8.1172 1.15 0.51 0.56
C -0.0439 0.3938 -9.1005 -1.27 0.89 -0.52
H 0.7628 4.1542 -9.3783 0.05 0.57 -0.07
H 0.8771 4.9909 -7.7657 0.18 0.48 -0.63
H -0.6808 4.8914 -8.5712 -0.14 -0.27 -0.10
H -1.9279 3.2743 -7.8544 -0.11 -0.21 -0.06
H -1.3597 3.1171 -6.2132 -0.06 -0.08 0.06
H -1.4827 1.6891 -7.2217 0.43 -0.06 -0.19
H 2.4697 2.6292 -4.1605 0.26 -0.17 0.13
H 3.6485 1.8572 -5.3151 0.30 0.27 0.38
H 2.9767 3.5064 -5.5776 0.16 -0.13 -0.22
H 0.2824 1.4572 -4.4421 -0.29 -0.51 0.25
H 0.3757 0.2147 -5.7815 -0.47 0.36 -0.01
H 1.5884 0.1995 -4.5969 0.19 0.32 0.37
H 2.5866 -0.4883 -7.1838 -0.24 0.60 0.19
H 1.5666 -1.4745 -8.0799 -0.49 0.19 -0.59
H 2.7952 -0.3774 -8.8706 -0.15 -0.51 -0.32
H 0.0434 -0.4494 -9.7851 0.52 -0.25 0.39
H -0.2916 1.2165 -9.7822 0.44 0.25 0.14
H -0.9839 0.2834 -8.5450 0.10 -0.46 0.08
C 6.9698 1.1343 5.3581 0.23 0.98 -0.27
N 5.9401 1.5941 6.2614 -1.67 1.00 -0.90
C 5.7253 0.8535 7.4803 1.95 -0.43 0.63
P 5.2330 3.1457 6.1063 -1.07 -1.24 -0.12
O 5.5740 3.9233 4.8841 0.50 -0.74 0.83
N 3.5673 2.7692 6.2261 0.30 1.04 1.43
C 2.6545 3.8409 6.6026 0.08 0.89 -0.44
C 2.9549 1.7168 5.4906 0.35 -0.93 -0.89
N 5.5995 3.9549 7.5179 0.09 -0.10 0.70
C 5.1136 3.6675 8.8698 0.10 0.68 0.52
C 6.7181 4.9073 7.5102 -0.13 -0.16 -0.49
H 6.8560 1.6683 4.4125 -0.07 -0.14 -0.03
H 6.9127 0.0634 5.1633 0.02 -0.04 0.18
H 7.9559 1.4398 5.7287 0.18 -0.51 0.01
H 6.1370 -0.1535 7.3581 -0.50 -0.17 -0.36
H 4.7236 0.7843 7.8970 -0.18 0.26 -0.42
H 6.4265 1.2223 8.2458 -0.43 0.26 0.34
H 2.3775 4.5496 5.8056 0.70 -0.07 -0.40
H 1.6404 3.5230 6.8565 0.40 -0.69 0.74
H 3.1535 4.4253 7.3742 -0.55 0.06 0.21
H 3.7269 0.9566 5.3559 -0.19 0.06 -0.54
H 2.1211 1.1864 5.9657 0.06 0.44 0.59
H 2.5548 2.0709 4.5316 0.32 -0.13 -0.06
H 4.5339 2.7640 9.0353 -0.31 0.11 -0.67
H 5.9118 3.5880 9.6165 0.51 -0.16 -0.47
H 4.5771 4.5454 9.2430 -0.49 -0.12 -0.07
H 7.3021 4.7271 6.6092 0.05 0.29 -0.02
H 7.3754 4.7818 8.3715 -0.10 -0.33 0.07
H 6.3878 5.9477 7.5274 -0.15 0.02 -0.13
C 3.0216 -3.3063 3.2400 0.16 1.62 -0.19
N 2.9832 -2.8485 4.6089 -1.63 1.41 1.00
C 3.9684 -1.8300 5.0151 2.07 -2.10 -0.20
P 1.8546 -3.3475 5.7503 0.26 -1.15 -0.51
O 1.6268 -2.4196 6.8853 0.52 -0.22 -0.51
N 0.4420 -3.7462 4.8912 0.39 -0.81 1.25
C -0.4725 -2.6297 4.5409 2.17 0.00 -0.20
C -0.2385 -5.0162 5.1869 0.66 0.27 -0.19
N 2.5160 -4.8366 6.2505 -0.67 -0.44 0.62
C 3.1405 -5.8273 5.3659 -0.77 1.18 0.12
C 2.8895 -4.9389 7.6617 -0.26 0.11 -0.07
H 2.2771 -4.0657 3.0419 0.26 -0.23 0.14
H 4.0503 -3.5703 2.9771 -0.19 -0.52 -0.11
H 2.7666 -2.4289 2.6280 0.01 -0.28 -0.41
H 4.7544 -2.4556 5.4668 0.19 0.43 0.72
H 3.7580 -1.0244 5.7058 -0.91 -0.20 -0.08
H 4.5818 -1.4716 4.1844 -0.86 0.40 -0.50
H -1.5258 -2.8914 4.5509 0.09 -0.28 -0.14
H -0.2752 -1.8311 5.2601 -0.32 0.19 -0.13
H -0.0779 -2.3567 3.5619 -1.01 0.75 -0.18
H -1.1977 -4.8048 5.6595 -0.20 -0.28 -0.27
H -0.2929 -5.5612 4.2406 -0.71 -0.22 0.15
H 0.3360 -5.6400 5.8714 0.06 0.16 0.00
H 2.6579 -5.7537 4.3908 0.57 0.25 -0.28
H 4.2065 -5.5949 5.3837 0.19 -0.57 -0.65
H 2.9188 -6.8597 5.6439 0.21 0.07 0.60
H 3.1134 -5.9507 8.0087 -0.40 -0.28 -0.52
H 2.0168 -4.5770 8.2019 0.48 0.21 0.56
H 3.8128 -4.3974 7.8959 -0.23 0.41 0.08
C -7.9215 4.1377 2.0217 0.90 0.77 -0.21
O -6.8339 3.7374 1.1868 -0.75 -0.24 -0.37
C -5.5531 3.9988 1.7238 -0.57 0.45 0.67
C -5.1154 5.4578 1.5130 1.33 -0.87 -0.49
C -5.2053 5.8555 0.0496 -0.69 1.27 -0.61
N -3.6511 5.5117 1.7984 -0.77 -0.36 0.44
H -7.7541 3.7291 3.0187 -0.43 -0.20 0.13
H -8.8828 3.8935 1.5783 0.19 -0.70 -0.07
H -7.9753 5.2278 2.1132 0.26 0.13 0.12
H -5.6220 3.8308 2.8060 0.34 -0.16 0.07
H -4.8389 3.2833 1.3233 -0.04 0.11 -0.28
H -5.6660 6.0246 2.2673 -0.29 0.60 -0.59
H -4.3891 5.4038 -0.5126 -0.09 -0.35 0.12
H -5.0916 6.9346 -0.1180 0.33 0.08 0.46
H -6.1422 5.6999 -0.4885 -0.11 -0.65 0.41
H -3.2907 6.4476 1.6625 -0.09 0.09 0.23
H -3.5207 5.2281 2.7655 0.41 0.19 0.00
C 1.6154 6.1797 -0.3310 -0.51 -0.24 -1.22
O 0.6008 6.6986 -1.1823 -0.17 0.89 -0.18
C -0.5984 5.9222 -1.1061 1.70 -0.72 -1.46
C -1.6841 6.3531 -2.1006 0.38 1.50 1.47
C -1.5262 6.0537 -3.5657 1.21 -0.87 -0.31
N -1.9036 7.8196 -1.9428 -1.18 -0.22 0.57
H 1.9688 5.2363 -0.7676 -0.25 -0.41 0.46
H 1.1709 6.0666 0.6583 0.60 -0.13 0.32
H 2.5059 6.8014 -0.3972 -0.34 0.51 0.40
H -0.2422 4.9387 -1.4466 -0.54 -0.53 0.62
H -0.9368 5.9307 -0.0675 -0.36 -0.21 -0.05
H -2.5431 5.8482 -1.6511 -0.31 -0.04 -0.53
H -0.6696 6.5960 -3.9727 -0.15 0.30 0.06
H -2.4019 6.2857 -4.1660 -0.12 0.14 0.24
H -1.2514 5.0065 -3.7398 -0.29 -0.12 0.11
H -2.6424 7.8763 -1.2456 -0.11 0.45 -0.21
H -1.1349 8.3125 -1.5014 0.43 -0.39 -0.28
O -2.2226 2.7648 4.1112 0.19 -0.54 0.32
C -2.8485 1.7334 4.1640 1.12 1.00 -1.02
C -2.4694 0.3913 4.7270 -0.99 0.85 0.95
C -3.6826 -0.4706 4.4065 -0.12 -1.22 0.18
C -4.7636 0.4864 3.8666 0.93 -1.04 -1.33
O -4.0755 1.7213 3.6402 -1.47 0.14 0.76
H -1.4920 0.0210 4.4403 -0.06 0.15 -0.26
H -2.4743 0.6790 5.7857 0.36 -0.57 0.20
H -3.4129 -1.2867 3.7334 -0.03 0.39 -0.49
H -4.0855 -1.0190 5.2602 0.18 0.29 0.27
H -5.0938 0.2259 2.8610 -0.11 -0.33 0.13
H -5.6510 0.4601 4.4983 0.16 1.03 0.27
```
Forces are in eV/Å.

Calculated values
Spin multiplicity = 1
LUMO = 0.00969 Ha
Electronic energy = -7446.84448 hartree
SMILES = CN(C)P(=O)(N(C)C)N(C)C.CN(C)P(=O)(N(C)C)N(C)C.CN(C)P(=O)(N(C)C)N(C)C.CN(C)P(=O)(N(C)C)N(C)C.CN(C)P(=O)(N(C)C)N(C)C.CN(C)P(=O)(N(C)C)N(C)C.CN(C)P(=O)(N(C)C)N(C)C.CN(C)P(=O)(N(C)C)N(C)C.COC[C@H](C)N.COC[C@H](C)N.O=C1CCCO1
Frontier orbital gap = 8.3 eV

2.
The following is a DFT calculation (the ωB97M-V functional and the def2-TZVPD basis) of an isolated molecule of C14H18FN2O5PS at a distorted geometry.

The geometry in XYZ format:
```
42
Properties=species:S:1:pos:R:3:forces:R:3
C 1.2726 -3.5703 1.7262 -0.83 -0.19 0.65
C -0.1683 -2.8203 1.6083 0.80 -0.01 1.60
F -0.9581 -3.3741 2.7186 0.95 0.75 -1.73
C -0.0481 -1.2208 1.9283 -0.34 -0.50 -0.40
C -0.0007 -0.4288 0.5419 -0.88 1.27 -2.36
C 1.2986 0.4050 0.1113 -3.64 0.50 -3.72
S 2.6996 0.4661 1.3075 5.10 -2.58 0.23
C 2.1760 1.2062 2.9603 -0.85 -0.96 1.00
O 3.1453 -0.9814 1.5307 -2.42 3.46 -0.20
O 3.9154 1.2335 0.8836 -3.38 -0.42 0.27
C 1.3156 1.1208 -1.2913 -0.99 -1.08 1.78
C 2.6366 1.9346 -1.7868 -0.65 -1.61 -0.14
O 2.7586 3.2098 -1.1121 2.30 -1.94 -0.20
O 1.4966 3.7439 -0.9932 -2.11 1.58 0.81
C 0.0625 1.0789 -2.2753 1.26 -0.74 2.21
N 0.2232 1.8210 -3.5029 -5.56 -3.31 0.74
C -0.9634 1.6401 -4.2692 0.46 -0.34 0.72
C -2.2211 0.8060 -3.9053 2.22 0.04 2.59
N -2.3320 0.1268 -2.6671 3.14 2.60 -2.17
C -1.1741 0.2606 -1.8188 0.28 0.02 0.16
C -1.2614 -0.4857 -0.4096 3.98 2.87 0.56
P -2.8880 -1.3847 -0.0197 -0.87 -1.17 -0.40
C -4.3873 -0.2147 -0.3417 -0.01 0.61 -0.07
O -3.0843 -1.7326 1.6493 0.17 2.68 -1.25
H 1.7371 -3.7358 0.6976 -0.46 0.42 1.53
H 1.9669 -3.0077 2.4600 -1.07 -0.77 -1.59
H 1.0827 -4.5960 2.2331 0.13 1.62 -1.12
H -0.6986 -3.0280 0.6194 0.56 0.19 1.52
H 0.8750 -1.1286 2.5874 -1.11 0.14 -1.30
H -0.9297 -0.8513 2.5828 1.29 -0.87 -1.37
H 1.1643 1.7333 2.9059 1.54 -0.56 -0.12
H 3.0056 1.8402 3.4295 -1.11 -0.78 -1.34
H 2.0487 0.2887 3.6547 0.18 1.45 -1.26
H 3.5150 1.2126 -1.5623 -1.18 1.85 0.10
H 2.6605 2.1046 -2.9145 -0.60 -0.28 1.52
H 1.5579 4.3000 -0.1713 0.18 -0.88 -1.03
H -0.9767 2.1560 -5.3038 0.08 -0.87 1.95
H -3.1014 0.7549 -4.6341 1.50 0.04 1.24
H -4.6136 -0.1513 -1.4733 0.69 -0.08 1.93
H -4.2047 0.8414 0.0881 -0.49 -1.57 -0.70
H -5.3045 -0.7096 0.1437 1.54 0.70 -0.49
H -3.2984 -0.8631 2.0844 0.24 -1.27 -0.15
```
Forces are in eV/Å.

Calculated values
Spin multiplicity = 1
LUMO = -0.05816 Ha
Electronic energy = -1868.97878 hartree
SMILES = C[C@@H](F)Cc1c(S(C)(=O)=O)c(COO)c2nccnc2c1P(C)O
Frontier orbital gap = 6.6 eV

no.,E_HOMO (eV)
1,-8.06
2,-8.21